(1)
Molecular formula: C2H7N5
Method: DFT, wB97M-V/def2-TZVPD

Cartesian coordinates (Å):
C: -1.584 1.149 -0.548
N: -1.294 -0.216 -0.869
N: 2.268 0.545 -0.704
N: 2.086 -0.092 0.386
N: 1.141 0.446 1.143
C: -1.074 -1.213 -0.241
N: -0.638 -2.245 0.239
H: 1.373 0.799 -1.122
H: 2.962 -0.428 0.817
H: 0.924 -0.190 1.913
H: -1.199 -3.058 0.417
H: -1.739 1.687 -1.481
H: -0.740 1.586 -0.012
H: -2.486 1.229 0.062

Computed properties:
- Lowest unoccupied orbital energy (spin up / spin down): 0.2 / 0.3 eV
- Net charge: 0

---

(2)
Molecular formula: C5H8O
Method: DFT, wB97M-V/def2-TZVPD

Cartesian coordinates (Å):
C: -1.144 0.508 -0.064
C: -0.217 0.727 -1.227
C: -0.563 -0.528 0.911
C: 0.961 -0.515 0.920
O: 1.512 -0.693 -0.381
C: 0.962 0.114 -1.328
H: -2.109 0.139 -0.436
H: -1.362 1.462 0.433
H: -0.530 1.387 -2.031
H: -0.888 -1.531 0.615
H: -0.925 -0.357 1.932
H: 1.351 -1.342 1.519
H: 1.347 0.428 1.336
H: 1.607 0.201 -2.198

Computed properties:
- Lowest unoccupied orbital energy: 1.1 eV
- Net charge: 0
- SMILES: C1=COCCC1

---

What are the energy relative to the best compared isomer or geometry (same formula, charge and spin) values for these records? In order: 4.377 0.839 eV.